A gas-phase ion, C21H37BrClN3O3P3S (charge +1) in a non-equilibrium geometry, computed with ωB97M-V with the def2-TZVPD basis set.

The geometry in XYZ format:
```
70
C21H37BrClN3O3P3S, DFT ωB97M-V with the def2-TZVPD basis set
C 1.3396 2.6589 -3.8703
C 0.5580 2.3820 -2.4734
P 1.4663 1.0831 -1.3745
C 2.3835 0.0196 -2.6916
N 0.3277 0.1049 -0.4345
C 0.8982 -1.1447 0.0616
N 1.0261 -2.3666 -0.4410
S 0.4622 -2.7104 -2.0448
N 1.3222 -0.8194 1.4322
C 2.7073 -0.4373 1.6214
C 3.7685 -1.5308 1.1996
C 5.2920 -1.3360 1.2986
C 5.8485 0.0094 1.8249
C 4.8480 1.1044 2.2482
C 3.3146 0.8655 2.1626
C 0.1570 -0.1555 2.0182
C 0.1332 0.5272 3.4564
C 0.3908 -0.4099 4.7266
C 1.6701 -1.3679 4.6779
Cl 3.2403 -0.5339 5.2346
P -1.0012 -1.6764 2.3457
O -2.2542 -1.2946 3.1830
C -0.4403 0.6670 0.7112
O -1.7385 0.0424 0.5913
C -2.5281 0.4752 -0.5333
C -3.5820 -0.6227 -1.0876
C -2.9092 -1.8083 -1.9243
C -4.5019 0.2031 -2.1586
C -3.7060 0.6011 -3.5021
C -5.8584 -0.5634 -2.5433
P -0.4299 2.4838 1.2400
O 1.1464 3.1936 1.0369
Br -1.6941 3.8097 -0.1622
H 1.0327 1.9310 -4.6892
H 1.0677 3.7462 -4.1534
H 2.4609 2.6782 -3.6470
H 0.6645 3.3651 -1.8752
H -0.5475 2.1287 -2.6177
H 2.8056 -0.9481 -2.2612
H 1.5564 -0.2914 -3.4427
H 3.1405 0.6299 -3.2830
H 1.4560 -3.1545 0.0823
H -0.5925 -3.6384 -1.9293
H 3.4069 -2.5506 0.8081
H 6.0419 -2.1560 1.0118
H 6.9734 0.1784 1.8853
H 5.1981 2.1067 2.6503
H 2.6242 1.6867 2.5198
H -0.9376 0.9464 3.5939
H 0.8153 1.4437 3.5861
H -0.5088 -1.0420 5.0569
H 0.5786 0.3079 5.6159
H 1.8051 -1.9594 3.7118
H 1.4936 -2.1702 5.4930
H -1.2996 -2.4130 1.1560
H -0.2676 -2.6056 3.1898
H -1.9625 0.9026 -1.4248
H -3.2021 1.3374 -0.1525
H -4.2446 -1.0596 -0.2498
H -3.6684 -2.3459 -2.6122
H -2.5167 -2.6232 -1.2189
H -2.0705 -1.4488 -2.6104
H -4.7929 1.1740 -1.6357
H -2.5718 0.4660 -3.4329
H -3.8731 1.7368 -3.6543
H -4.1106 0.1028 -4.4521
H -5.7028 -1.5863 -3.0337
H -6.3802 0.0930 -3.3413
H -6.5605 -0.5832 -1.6423
H 1.0323 4.1616 1.1691
```

Properties
Frontier orbital gap (eV): 6.436
SMILES: CCP(C)N1C(NS)=[N+](c2ccccc2)[C@](CCCCl)([PH2]=O)[C@@]1(OC[C@H](C)C(C)C)P(O)Br
Total charge: +1
E (a.u.): -5668.26133
HOMO level (eV): -10.87
Maximum force (eV/Å): 5.90


A molecular structure, C21H37F5Ge2N2O4PRhSTe in a non-equilibrium geometry, computed with ωB97M-V with the def2-TZVPD basis set.

The geometry in XYZ format:
```
75
C21H37F5Ge2N2O4PRhSTe, DFT ωB97M-V with the def2-TZVPD basis set
Rh -0.8553 1.1196 0.6471
C 0.2931 -3.8756 -3.2523
Ge 1.2575 -2.2052 -3.4069
C 3.1717 -2.3528 -3.5596
C 0.3547 -0.9980 -4.6179
Ge 0.2382 -2.1072 -0.1409
C 0.2164 -3.9882 -0.0809
C -1.0144 -4.6377 -0.1983
C -1.0611 -6.0224 -0.1717
C 0.1160 -6.7446 -0.0207
C 1.3381 -6.0961 0.1146
C 1.3969 -4.7121 0.0886
C -1.3847 -1.0641 0.1095
C -2.0822 -0.6014 -1.0352
C -3.3454 -0.0564 -0.9306
C -3.9790 0.0034 0.3151
C -3.3367 -0.4531 1.4514
C -2.0487 -0.9884 1.3551
H 0.2818 -4.3316 -4.2454
H -0.7470 -3.7256 -2.9582
H 0.7687 -4.5755 -2.5739
H 3.4310 -2.5281 -4.6044
H 3.5446 -3.1871 -2.9673
H 3.6609 -1.4352 -3.2366
H 1.0108 -0.2041 -4.9584
H -0.5303 -0.5601 -4.1543
H 0.0245 -1.5734 -5.4843
H -1.9315 -4.0687 -0.3146
H -2.0068 -6.5383 -0.2655
H 0.0807 -7.8257 0.0002
H 2.2441 -6.6729 0.2425
H 2.3498 -4.2073 0.1960
H -1.5970 -0.6361 -2.0028
H -3.8518 0.3076 -1.8142
H -4.9826 0.4022 0.3872
H -3.8288 -0.4161 2.4139
H -1.5538 -1.3417 2.2510
N -3.3271 5.4823 0.8057
C -1.8641 5.4093 1.1677
P -1.1196 4.0822 0.1001
O -2.2711 3.5427 -0.6819
O -0.3153 3.1109 0.9593
C 0.0069 5.0083 -1.0157
N 0.4008 4.1831 -2.1955
H -3.9346 5.3202 1.6101
H -3.4911 4.7341 0.0963
H -3.5903 6.3852 0.4074
H -1.7688 5.1367 2.2163
H -1.4114 6.3893 1.0303
H 0.9075 5.3320 -0.4940
H -0.5234 5.8870 -1.3824
H -0.3824 3.6114 -2.5302
H 1.1595 3.5114 -1.9409
H 0.7341 4.7702 -2.9619
F 2.4888 2.3760 -1.0882
Te 1.8275 0.5270 -1.0803
F 1.3913 -1.4616 1.0175
F 3.5987 -0.0936 -1.0185
F 2.0418 0.6984 -2.9026
F -0.0382 1.4968 -1.4521
O 1.0347 -1.3503 -1.6136
O -0.0238 0.6943 2.3948
S 1.4769 1.0921 2.6371
C 1.3878 2.3873 3.9118
C 1.9358 1.7931 5.2127
C 1.6336 0.2989 5.1751
C 2.0683 -0.1651 3.7919
H 0.3229 2.6154 3.9670
H 1.9274 3.2601 3.5498
H 1.4799 2.2865 6.0694
H 3.0120 1.9594 5.2744
H 0.5676 0.1128 5.3183
H 2.1738 -0.2479 5.9463
H 1.6854 -1.1199 3.4429
H 3.1557 -0.1581 3.6784
```

Properties
<S²>: 0.76
Frontier orbital gap (spin up / spin down) (eV): 6.795 / 7.050
Total charge: +3
Relative energy (zero: lowest compared OMol25 entry of this formula, charge and spin) (kcal per mole): 0.0
E (a.u.): -7003.41839
HOMO level (spin up / spin down) (eV): -16.18 / -16.18
Spin multiplicity: 2
Maximum force (eV/Å): 1.52


> total charge of number 1 (C21H37BrClN3O3P3S)?

+1


Repeat the second record exactly.
A molecular structure, C21H37F5Ge2N2O4PRhSTe in a non-equilibrium geometry, computed with ωB97M-V with the def2-TZVPD basis set.

The geometry in XYZ format:
```
75
C21H37F5Ge2N2O4PRhSTe, DFT ωB97M-V with the def2-TZVPD basis set
Rh -0.8553 1.1196 0.6471
C 0.2931 -3.8756 -3.2523
Ge 1.2575 -2.2052 -3.4069
C 3.1717 -2.3528 -3.5596
C 0.3547 -0.9980 -4.6179
Ge 0.2382 -2.1072 -0.1409
C 0.2164 -3.9882 -0.0809
C -1.0144 -4.6377 -0.1983
C -1.0611 -6.0224 -0.1717
C 0.1160 -6.7446 -0.0207
C 1.3381 -6.0961 0.1146
C 1.3969 -4.7121 0.0886
C -1.3847 -1.0641 0.1095
C -2.0822 -0.6014 -1.0352
C -3.3454 -0.0564 -0.9306
C -3.9790 0.0034 0.3151
C -3.3367 -0.4531 1.4514
C -2.0487 -0.9884 1.3551
H 0.2818 -4.3316 -4.2454
H -0.7470 -3.7256 -2.9582
H 0.7687 -4.5755 -2.5739
H 3.4310 -2.5281 -4.6044
H 3.5446 -3.1871 -2.9673
H 3.6609 -1.4352 -3.2366
H 1.0108 -0.2041 -4.9584
H -0.5303 -0.5601 -4.1543
H 0.0245 -1.5734 -5.4843
H -1.9315 -4.0687 -0.3146
H -2.0068 -6.5383 -0.2655
H 0.0807 -7.8257 0.0002
H 2.2441 -6.6729 0.2425
H 2.3498 -4.2073 0.1960
H -1.5970 -0.6361 -2.0028
H -3.8518 0.3076 -1.8142
H -4.9826 0.4022 0.3872
H -3.8288 -0.4161 2.4139
H -1.5538 -1.3417 2.2510
N -3.3271 5.4823 0.8057
C -1.8641 5.4093 1.1677
P -1.1196 4.0822 0.1001
O -2.2711 3.5427 -0.6819
O -0.3153 3.1109 0.9593
C 0.0069 5.0083 -1.0157
N 0.4008 4.1831 -2.1955
H -3.9346 5.3202 1.6101
H -3.4911 4.7341 0.0963
H -3.5903 6.3852 0.4074
H -1.7688 5.1367 2.2163
H -1.4114 6.3893 1.0303
H 0.9075 5.3320 -0.4940
H -0.5234 5.8870 -1.3824
H -0.3824 3.6114 -2.5302
H 1.1595 3.5114 -1.9409
H 0.7341 4.7702 -2.9619
F 2.4888 2.3760 -1.0882
Te 1.8275 0.5270 -1.0803
F 1.3913 -1.4616 1.0175
F 3.5987 -0.0936 -1.0185
F 2.0418 0.6984 -2.9026
F -0.0382 1.4968 -1.4521
O 1.0347 -1.3503 -1.6136
O -0.0238 0.6943 2.3948
S 1.4769 1.0921 2.6371
C 1.3878 2.3873 3.9118
C 1.9358 1.7931 5.2127
C 1.6336 0.2989 5.1751
C 2.0683 -0.1651 3.7919
H 0.3229 2.6154 3.9670
H 1.9274 3.2601 3.5498
H 1.4799 2.2865 6.0694
H 3.0120 1.9594 5.2744
H 0.5676 0.1128 5.3183
H 2.1738 -0.2479 5.9463
H 1.6854 -1.1199 3.4429
H 3.1557 -0.1581 3.6784
```

Properties
<S²>: 0.76
Frontier orbital gap (spin up / spin down) (eV): 6.795 / 7.050
Total charge: +3
Relative energy (zero: lowest compared OMol25 entry of this formula, charge and spin) (kcal per mole): 0.0
E (a.u.): -7003.41839
HOMO level (spin up / spin down) (eV): -16.18 / -16.18
Spin multiplicity: 2
Maximum force (eV/Å): 1.52


> Which value of maximum force does entry 2 give?

1.52 eV/Å